Record 1
ORCA calculation (ωB97M-V/def2-TZVPD) on 2 unconnected molecules or ions with the total composition C5H12O.

Geometry as XYZ:
```
18
Properties=species:S:1:pos:R:3:forces:R:3
C -0.900865 -0.347525 -1.258412 -0.928 -0.675 -0.781
C 0.172234 -0.507995 -0.492716 -0.947 -0.671 -0.454
C 0.209175 -1.621638 0.517846 0.655 -0.360 -0.479
C 1.384867 0.351027 -0.533864 1.955 0.285 -0.577
C 1.278212 1.645118 0.267637 -0.409 1.471 -0.790
H -1.702247 -1.131424 -1.307028 0.856 0.997 0.423
H -1.122713 0.522889 -1.882390 0.589 -0.240 -0.073
H 0.098596 -1.210587 1.507565 0.193 0.242 0.572
H -0.528762 -2.424642 0.451682 -0.080 0.329 -0.462
H 1.207346 -2.047038 0.418086 0.021 -0.380 0.466
H 1.818277 0.534589 -1.537667 -1.421 0.515 -0.169
H 2.278324 -0.243289 -0.293188 -0.332 -0.087 1.191
H 1.509650 1.596097 1.330139 -0.003 -0.214 -0.036
H 1.818715 2.511532 -0.177592 0.365 -0.861 0.339
H 0.260328 2.043700 0.138947 -0.050 -0.390 0.385
O -2.808260 -0.110459 0.593923 0.545 1.094 2.215
H -2.858945 -0.128010 1.570017 -1.124 -0.983 -0.228
H -2.113932 0.567654 0.687015 0.115 -0.070 -1.542
```
Positions in Å, forces in eV/Å.

Results
* E_LUMO: 0.78 eV
* 2S+1: 1
* SMILES string: C=C(C)CC.O
* calculated total energy: -7425.573 eV
* HOMO level: -0.330 Eh

=====

Record 2
ORCA calculation (ωB97M-V/def2-TZVPD) on 2 unconnected molecules or ions with the total composition C5H12O.

Geometry as XYZ:
```
18
Properties=species:S:1:pos:R:3:forces:R:3
C -1.238338 -2.057339 2.538924 -0.534 0.296 0.444
C -0.394222 -1.636353 1.348393 -0.400 0.719 2.305
C -0.344976 -0.326680 1.105533 0.498 -0.566 -1.661
C 0.354743 0.360356 -0.054510 1.027 0.319 0.441
C 1.102804 -0.571803 -1.021264 0.175 -0.949 1.014
H -2.099498 -2.601238 2.126937 0.343 -0.614 0.568
H -1.717988 -1.227941 3.078658 0.228 0.291 -0.536
H -0.700853 -2.539214 3.380288 -0.207 -0.526 -0.898
H 0.179597 -2.465604 0.970630 0.093 0.251 -0.893
H -0.900703 0.296879 1.785574 -0.190 0.310 -0.029
H -0.309221 0.988890 -0.637470 -0.530 0.019 0.069
H 1.046040 1.105860 0.388400 -0.081 -0.371 -0.154
H 1.386575 -1.493165 -0.484495 -0.475 0.074 -0.243
H 2.094296 -0.263778 -1.332182 -0.122 0.808 -0.382
H 0.478200 -0.837852 -1.872357 0.176 -0.055 -0.047
O 0.056544 4.516690 -3.533189 0.519 0.144 0.428
H 1.010436 4.565833 -3.361596 -0.432 -0.002 -0.022
H -0.003432 4.186464 -4.426270 -0.087 -0.147 -0.402
```
Positions in Å, forces in eV/Å.

Results
* E_LUMO: 0.86 eV
* 2S+1: 1
* SMILES string: C/C=C/CC.O
* calculated total energy: -7425.962 eV
* HOMO level: -0.335 Eh

=====

Record 3
ORCA calculation (ωB97M-V/def2-TZVPD) on C5H12O in the gas phase.

Geometry as XYZ:
```
18
Properties=species:S:1:pos:R:3:forces:R:3
C -0.903674 1.042806 -0.694998 -0.038 0.089 -0.076
C -0.670180 -0.398748 -0.226860 -0.018 0.025 -0.049
C -1.849462 -0.901808 0.612412 -0.005 -0.011 0.013
C 0.654754 -0.550852 0.534330 -0.014 -0.056 0.041
C 1.894822 -0.008035 -0.171670 -0.117 -0.466 -0.028
O 2.008938 1.377327 0.113444 0.258 0.216 -0.068
H -0.394844 1.246685 -1.638669 0.109 0.021 0.075
H -0.536394 1.770664 0.030932 -0.057 -0.082 0.027
H -1.963618 1.240525 -0.863054 -0.042 -0.084 -0.009
H -0.612470 -1.040919 -1.119654 0.010 0.095 0.124
H -2.004090 -0.275678 1.500684 0.083 -0.077 -0.123
H -1.695768 -1.934986 0.947218 0.001 0.162 -0.027
H -2.776300 -0.873790 0.025822 0.168 -0.009 0.105
H 0.592906 -0.038163 1.504042 -0.055 -0.083 -0.097
H 0.812818 -1.615501 0.744898 -0.011 0.097 0.002
H 1.812154 -0.188455 -1.254640 0.034 0.087 0.077
H 2.780326 -0.557206 0.183163 -0.108 0.178 -0.020
H 2.850081 1.706138 -0.227393 -0.197 -0.103 0.033
```
Positions in Å, forces in eV/Å.

Results
* E_LUMO: 0.98 eV
* 2S+1: 1
* SMILES string: CC(C)CCO
* calculated total energy: -7426.965 eV
* HOMO level: -0.375 Eh

=====

Record 4
ORCA calculation (ωB97M-V/def2-TZVPD) on 2 unconnected molecules or ions with the total composition C5H12O.

Geometry as XYZ:
```
18
Properties=species:S:1:pos:R:3:forces:R:3
C 3.344435 -2.282720 2.380072 1.875 -0.499 0.975
C 3.816261 -1.364442 1.554268 -0.105 1.672 0.698
O 3.234980 -0.107741 1.409462 -0.252 -0.590 -0.106
H 3.989700 -3.152728 2.479908 -0.039 -0.030 -0.168
H 2.833800 -2.102814 3.318136 -1.269 0.201 -0.746
H 4.839346 -1.299152 1.189822 -0.228 -1.140 -0.811
H 3.204571 0.031808 0.455033 0.013 0.387 0.158
C -2.027604 0.043071 -0.297354 0.270 -0.604 -0.793
C -2.926215 0.801180 -1.299860 0.669 0.202 1.700
C -2.143889 1.926042 -1.958392 -0.159 0.328 -0.042
H -1.038719 -0.005624 -0.755182 0.185 -0.402 0.159
H -2.397026 -0.969740 -0.126051 0.110 -0.042 -0.066
H -1.882888 0.472602 0.691334 -0.285 0.517 -0.101
H -3.709682 1.208015 -0.655619 -0.433 0.132 -0.597
H -3.345014 0.113845 -2.029920 -0.092 0.029 -0.033
H -2.833968 2.585071 -2.487770 0.238 0.047 -0.240
H -1.595411 2.539310 -1.238894 -0.259 -0.038 0.240
H -1.362684 1.564011 -2.628990 -0.239 -0.170 -0.227
```
Positions in Å, forces in eV/Å.

Results
* E_LUMO: 0.81 eV
* 2S+1: 1
* SMILES string: C=CO.CCC
* calculated total energy: -7425.238 eV
* HOMO level: -0.349 Eh

=====

Record 5
ORCA calculation (ωB97M-V/def2-TZVPD) on 2 unconnected molecules or ions with the total composition C5H12O.

Geometry as XYZ:
```
18
Properties=species:S:1:pos:R:3:forces:R:3
C 2.732030 0.489716 0.297087 0.314 0.011 0.254
O 1.472859 0.675735 -0.021127 -0.121 0.293 -0.193
C 0.493277 -0.153472 0.157609 -0.245 -0.215 0.169
C -0.872082 0.278227 -0.279771 0.029 -0.002 -0.034
C -1.583819 1.100723 0.807593 -0.013 0.048 0.055
C -1.707662 -0.944335 -0.670177 -0.029 -0.044 -0.011
H 2.506350 -1.191731 -1.012653 -0.134 -0.095 -0.051
H 2.964384 -0.235280 1.070597 -0.012 0.072 -0.120
H 3.368931 1.333245 0.074776 -0.079 -0.120 0.017
H 1.786130 -1.456374 -1.095463 0.147 0.016 -0.006
H 0.645114 -0.963416 0.871573 -0.035 0.082 -0.107
H -0.741758 0.916268 -1.163788 -0.003 -0.079 0.108
H -0.995596 1.983388 1.080131 -0.086 -0.126 -0.043
H -2.568284 1.437413 0.461111 0.144 -0.055 0.042
H -1.731658 0.499007 1.712937 0.023 0.071 -0.133
H -1.236192 -1.500255 -1.486720 -0.073 0.077 0.115
H -1.819741 -1.625111 0.183326 0.023 0.098 -0.114
H -2.712281 -0.643745 -0.987040 0.150 -0.034 0.049
```
Positions in Å, forces in eV/Å.

Results
* E_LUMO (alpha / beta): 0.89 / 0.85 eV
* 2S+1: 1
* calculated total energy: -7422.899 eV
* HOMO level (alpha / beta): -0.270 / -0.264 Eh

=====

Record 6
ORCA calculation (ωB97M-V/def2-TZVPD) on 2 unconnected molecules or ions with the total composition C5H12O.

Geometry as XYZ:
```
18
Properties=species:S:1:pos:R:3:forces:R:3
C 1.668129 1.123995 1.065853 0.054 -0.392 -0.031
C 1.702427 -0.190439 0.830927 0.113 0.443 0.162
C 2.535205 -0.818302 -0.242434 0.069 -0.037 -0.042
H 1.147028 1.549614 1.917059 -0.113 -0.062 -0.172
H 2.189673 1.811501 0.403425 0.047 -0.050 0.176
H 1.136702 -0.872932 1.465099 0.100 0.129 0.010
H 1.941018 -1.401917 -0.954711 0.038 0.078 0.151
H 3.245242 -1.499413 0.238991 -0.024 -0.001 -0.189
H 3.103763 -0.060696 -0.791367 -0.100 -0.132 0.056
C -2.962544 -0.342008 -0.733048 -0.065 -0.026 -0.029
C -1.784205 0.326612 -0.055181 -0.364 -0.027 0.186
O -0.718205 0.267202 -0.980611 0.238 0.060 0.016
H -3.863241 -0.331832 -0.112019 0.131 0.018 -0.043
H -2.699695 -1.377425 -0.970332 -0.103 0.112 0.036
H -3.172827 0.175828 -1.673888 -0.038 -0.079 0.122
H -2.033619 1.367574 0.213458 0.098 -0.161 -0.127
H -1.536215 -0.191669 0.887196 0.023 0.046 -0.227
H 0.101356 0.464313 -0.508414 -0.103 0.083 -0.054
```
Positions in Å, forces in eV/Å.

Results
* E_LUMO: 1.11 eV
* 2S+1: 1
* SMILES string: C=CC.CCO
* calculated total energy: -7426.122 eV
* HOMO level: -0.367 Eh

=====

Record 7
ORCA calculation (ωB97M-V/def2-TZVPD) on 2 unconnected molecules or ions with the total composition C5H12O.

Geometry as XYZ:
```
18
Properties=species:S:1:pos:R:3:forces:R:3
C -0.516738 -1.599140 -0.800589 0.049 0.056 0.014
C 0.209226 -0.967558 0.118696 0.020 -0.450 -0.061
C -0.078250 -1.076366 1.589385 -0.068 -0.006 0.128
C 1.493183 -0.276778 -0.254342 -0.012 -0.382 -0.159
O 1.616963 0.937929 0.465027 0.258 0.226 -0.023
H -0.262061 -1.550961 -1.857689 -0.059 0.037 0.162
H -1.374403 -2.211025 -0.525010 0.136 0.176 -0.044
H -1.019473 -1.603041 1.771646 0.122 0.088 -0.069
H 0.723277 -1.637399 2.088236 -0.073 0.118 -0.063
H -0.125187 -0.094091 2.067822 0.014 -0.084 -0.105
H 2.317866 -0.957108 0.018916 -0.068 0.119 -0.056
H 1.537342 -0.115467 -1.341810 -0.060 0.014 0.195
H 2.470336 1.325682 0.238490 -0.149 0.000 0.108
C -1.375663 1.965173 -0.714859 -0.652 -0.367 0.241
H -1.361415 1.856725 -1.809325 0.452 0.193 0.344
H -0.384876 1.970754 -0.224899 -0.498 -0.344 -0.549
H -1.852904 2.918875 -0.463528 -0.111 -0.223 -0.103
H -2.017229 1.113797 -0.366171 0.699 0.829 0.039
```
Positions in Å, forces in eV/Å.

Results
* E_LUMO: 0.78 eV
* 2S+1: 1
* SMILES string: C=C(C)CO.C
* calculated total energy: -7426.133 eV
* HOMO level: -0.345 Eh

=====

Record 8
ORCA calculation (ωB97M-V/def2-TZVPD) on 2 unconnected molecules or ions with the total composition C5H12O.

Geometry as XYZ:
```
18
Properties=species:S:1:pos:R:3:forces:R:3
C -1.284801 -1.695583 -0.134483 0.340 3.584 1.309
O 1.083223 -2.761718 -0.506122 -0.233 2.190 0.328
C -0.629425 -0.480729 0.500436 -1.412 0.327 1.220
C 0.447080 0.776290 -0.326097 -2.572 1.977 -0.978
C -0.555858 2.053362 -0.408063 1.099 -1.981 2.534
C 1.639973 1.153987 0.404599 -1.971 -2.781 0.099
H -1.622524 -1.686125 -1.179748 -0.137 0.359 0.585
H -1.913470 -2.152037 0.650793 1.193 -0.934 -0.572
H 0.173327 -2.184353 -0.409394 2.124 -2.025 -0.228
H -1.388532 0.269930 0.936062 1.196 -0.477 -1.371
H 0.002828 -0.681200 1.413548 -0.829 -0.700 -0.416
H 0.337674 0.395651 -1.330691 1.592 -0.740 -0.264
H -1.641983 1.857559 -0.498196 0.798 -0.011 0.048
H -0.189340 2.822258 -1.026789 0.341 0.679 -1.140
H -0.205133 2.310445 0.592154 -1.587 1.280 0.365
H 1.488088 1.547377 1.456636 0.473 0.008 -1.582
H 1.768863 -2.064626 -0.315007 -0.877 -1.143 -0.298
H 2.490010 0.519504 0.180357 0.463 0.389 0.360
```
Positions in Å, forces in eV/Å.

Results
* E_LUMO: -2.48 eV
* 2S+1: 1
* calculated total energy: -7419.090 eV
* HOMO level: -0.263 Eh

=====

Record 9
ORCA calculation (ωB97M-V/def2-TZVPD) on 2 unconnected molecules or ions with the total composition C5H12O.

Geometry as XYZ:
```
18
Properties=species:S:1:pos:R:3:forces:R:3
C -2.159062 -1.131765 -1.338021 -0.395 0.006 -0.050
O -1.066713 -1.044028 -0.616594 0.187 -0.293 0.115
C -0.408539 0.034514 -0.328251 0.076 0.330 0.143
C 0.815731 -0.103839 0.522661 0.004 -0.022 -0.039
C 0.467834 -0.109477 2.020668 -0.035 -0.013 0.065
C 1.807358 1.017133 0.198343 0.033 0.042 -0.010
H -0.901487 -0.217412 -2.814846 0.140 0.096 0.012
H -2.785198 -0.250243 -1.431669 0.085 -0.109 -0.020
H -2.545614 -2.136395 -1.426737 0.058 0.132 -0.003
H -0.306156 0.186276 -2.534209 -0.102 -0.059 -0.093
H -0.928786 0.985764 -0.443952 0.091 -0.106 0.001
H 1.277361 -1.068274 0.273069 -0.070 0.112 0.021
H -0.230372 -0.919264 2.257542 0.104 0.115 -0.032
H 1.369067 -0.243049 2.630950 -0.124 0.020 -0.096
H -0.000911 0.838522 2.312477 0.071 -0.124 -0.052
H 2.105282 0.987894 -0.854508 -0.037 0.008 0.153
H 1.360261 1.999498 0.397137 0.052 -0.140 -0.027
H 2.706716 0.931934 0.817912 -0.137 0.005 -0.085
```
Positions in Å, forces in eV/Å.

Results
* E_LUMO (alpha / beta): 0.89 / 0.85 eV
* 2S+1: 1
* calculated total energy: -7422.899 eV
* HOMO level (alpha / beta): -0.270 / -0.264 Eh

=====

Record 10
ORCA calculation (ωB97M-V/def2-TZVPD) on 2 unconnected molecules or ions with the total composition C5H12O2.

Geometry as XYZ:
```
19
Properties=species:S:1:pos:R:3:forces:R:3
C 0.439820 1.673796 0.923473 -0.064 -0.020 -0.221
C -0.074744 1.310289 -0.246724 0.077 0.031 0.193
C -1.325512 0.481615 -0.428980 -0.047 0.220 -0.205
C -1.370619 -0.210120 -1.787686 0.023 0.022 -0.035
O -1.418095 -0.473620 0.635719 -0.186 -0.083 0.032
H 0.017031 1.351659 1.873033 -0.038 0.081 -0.198
H 1.343573 2.276806 0.962609 -0.158 -0.080 0.007
H 0.411992 1.619430 -1.172573 -0.112 0.009 0.193
H -2.183811 1.166791 -0.348805 0.060 -0.095 -0.037
H -0.567165 -0.950369 -1.867376 -0.117 0.124 0.031
H -2.339750 -0.701194 -1.943991 0.186 0.035 0.057
H -1.245135 0.526822 -2.587743 -0.025 -0.086 0.093
H -2.216531 -0.999590 0.486717 0.194 0.119 0.099
C 2.076453 -1.143103 1.065752 0.410 0.038 0.191
O 1.157807 -1.450023 0.051107 -0.360 -0.150 -0.056
H 2.172910 -1.962563 1.795362 0.010 0.174 -0.106
H 3.043455 -0.984574 0.580462 -0.022 -0.057 0.166
H 1.812413 -0.217312 1.598663 0.081 -0.253 -0.077
H 0.265899 -1.314749 0.410980 0.089 -0.029 -0.123
```
Positions in Å, forces in eV/Å.

Results
* E_LUMO: 0.74 eV
* 2S+1: 1
* SMILES string: C=C[C@@H](C)O.CO
* calculated total energy: -9473.333 eV
* HOMO level: -0.353 Eh